68
Properties=species:S:1:pos:R:3 method="wB97M-V/def2-TZVPD" de_lowest_kj_mol=22.36 total_charge=0 e_lumo_ev=-0.44 homo_lumo_gap_ev=7.8
Bi 1.022 0.956 -3.708
As 2.195 -1.693 2.758
Cl -3.621 0.827 -5.637
Cl -1.272 -2.602 -1.001
Cl -4.323 -2.886 -1.745
Cl -5.506 -1.157 -4.072
P 1.271 1.423 -0.546
O -0.849 0.807 -4.675
O 1.787 -2.531 -5.878
O 0.131 -0.595 -2.608
N 2.182 -0.431 -4.844
C -1.985 -0.389 4.596
C -2.827 1.622 -1.003
C 1.077 -5.330 -0.068
C -3.009 -0.163 -4.369
C 2.311 -0.201 1.459
C -3.312 -1.807 -2.630
C 1.758 -4.245 -0.596
C 1.885 2.849 0.420
C -0.788 -0.052 5.209
C 3.639 4.456 0.842
C -1.148 -0.802 -2.976
C -0.439 1.979 -0.910
C -3.836 -1.039 -3.664
C -1.564 1.229 -0.576
C -1.868 3.524 -2.108
C -0.772 -1.581 2.893
C 2.900 4.989 1.887
C 1.957 -1.501 -5.357
C -1.976 -1.158 3.438
C -1.667 -0.047 -4.038
C 0.437 -1.245 3.498
C 1.003 -4.230 2.069
C 2.055 -3.149 0.206
C 1.018 0.128 0.721
C 1.149 3.394 1.472
C 3.132 3.386 0.113
C 0.416 -0.484 4.664
C 1.675 -3.127 1.543
C -0.609 3.136 -1.679
C 1.655 4.456 2.202
C -2.981 2.762 -1.776
C -1.964 -1.688 -2.291
C 0.697 -5.320 1.269
H 4.608 4.868 0.594
H 2.049 -4.241 -1.638
H 0.174 2.987 1.715
H 3.290 5.822 2.457
H -0.778 -2.175 1.988
H 3.122 -0.444 0.769
H 0.164 -6.163 1.689
H -3.689 1.021 -0.742
H 1.349 -0.227 5.154
H -1.981 4.420 -2.705
H 0.255 3.749 -1.923
H 0.705 -4.234 3.112
H 2.652 0.660 2.037
H 1.079 4.874 3.017
H 0.254 0.457 1.428
H -2.925 -0.059 5.020
H 3.709 2.961 -0.700
H -1.460 0.323 0.010
H -0.789 0.539 6.116
H 2.576 -2.308 -0.234
H 0.629 -0.749 0.193
H 0.837 -6.178 -0.695
H -2.907 -1.427 2.957
H -3.963 3.054 -2.125

---

84
Properties=species:S:1:pos:R:3 method="wB97M-V/def2-TZVPD" de_lowest_kj_mol=35.84 s2=0.753 total_charge=+1 e_lumo_ev="-1.77 / -2.72" multiplicity=2 homo_lumo_gap_ev="8.3 / 7.0"
Re -0.494 -0.318 0.623
Br 2.210 -7.275 -2.033
Cl -1.463 -2.455 -0.068
N 0.198 1.698 0.652
N 1.174 -0.479 -0.611
N 1.105 0.097 -1.824
N -1.798 0.525 -0.719
N -1.319 0.948 -1.911
N 0.426 2.182 -0.618
C -3.522 0.885 -2.057
C -2.941 0.333 1.671
C 2.896 -3.352 0.726
C 0.446 2.607 3.026
C -2.348 1.173 -2.744
C 1.706 -1.402 1.846
C 0.993 -4.721 -2.248
C 0.923 3.433 -0.528
C 2.833 -1.280 -1.834
C 1.851 2.841 3.602
C 1.013 3.760 0.806
C 2.313 0.079 -3.997
C 2.098 -0.377 -2.597
C 2.702 -1.833 0.757
C 0.467 -5.947 -0.229
C 1.122 -5.850 -1.449
C 0.544 2.650 1.517
C -4.672 -1.069 0.443
C -2.158 1.674 -4.132
C 4.050 -1.166 1.077
C -0.324 -4.896 0.209
C -3.130 0.507 -0.774
C 1.280 4.253 -1.717
C -4.928 1.402 0.656
C -0.483 3.749 3.467
C 0.202 -3.667 -1.821
C 2.233 -1.284 -0.570
C -0.430 -3.781 -0.598
C -3.912 0.258 0.488
C -0.103 1.299 3.592
B 0.181 1.339 -1.915
H -1.139 1.123 3.297
H -5.464 1.289 1.599
H -4.523 0.990 -2.432
H 1.431 -0.102 -4.611
H -4.437 2.375 0.651
H 3.351 -3.689 1.657
H 3.559 -3.636 -0.090
H 2.258 3.800 3.288
H -3.461 0.189 2.618
H 2.543 2.062 3.277
H 0.576 -6.835 0.377
H -4.012 -1.932 0.345
H 2.083 3.790 -2.291
H 0.427 4.383 -2.381
H 1.813 2.831 4.691
H -0.582 3.749 4.552
H 3.151 -0.457 -4.434
H 1.509 -4.666 -3.196
H 4.810 -1.461 0.354
H -0.088 1.353 4.681
H -2.466 1.311 1.699
H 1.741 -0.316 1.953
H -2.182 -0.505 1.699
H 1.952 -3.882 0.597
H -0.094 4.720 3.164
H 0.496 0.431 3.314
H 3.720 -1.805 -2.139
H 4.391 -1.470 2.067
H -0.841 -4.947 1.156
H -1.477 3.635 3.032
H 1.615 5.236 -1.393
H 2.530 1.146 -4.035
H -5.259 -1.191 1.353
H 1.951 -1.832 2.815
H 3.967 -0.079 1.058
H 0.093 -2.773 -2.419
H -3.120 1.761 -4.630
H -5.661 1.388 -0.149
H -1.531 0.996 -4.711
H -5.360 -1.077 -0.402
H 0.667 -1.768 1.649
H -1.679 2.653 -4.133
H 0.441 1.982 -2.878
H 1.362 4.691 1.213

---

16
Properties=species:S:1:pos:R:3 method="wB97M-V/def2-TZVPD" de_lowest_kj_mol=490.74 total_charge=0 e_lumo_ev=0.72 homo_lumo_gap_ev=8.3
O -0.372 -0.318 0.396
O 2.016 -0.919 -1.315
C -0.435 0.578 1.550
C 0.286 0.784 -0.788
C -1.667 -0.736 -0.050
C 1.700 0.388 -0.868
H 1.553 -1.536 -0.737
H 2.218 0.592 0.072
H -0.950 1.518 1.321
H 0.592 0.799 1.844
H -1.528 -1.348 -0.940
H -0.943 0.011 2.327
H -2.271 0.137 -0.308
H -0.193 0.295 -1.635
H 2.130 1.075 -1.610
H -2.136 -1.320 0.740